# 1
{
  "formula": "C15H17FN4O",
  "method": "ωB97M-V/def2-TZVPD",
  "species": ["C", "C", "C", "C", "O", "N", "C", "C", "C", "C", "C", "F", "C", "C", "C", "N", "C", "N", "C", "C", "N", "H", "H", "H", "H", "H", "H", "H", "H", "H", "H", "H", "H", "H", "H", "H", "H", "H"],
  "coordinates": [[2.009, 1.174, -4.087], [1.612, 1.203, -2.645], [1.202, 2.336, -2.014], [0.819, 2.310, -0.634], [0.444, 3.260, 0.031], [0.919, 1.037, -0.043], [0.515, 0.928, 1.352], [-0.978, 0.745, 1.449], [-1.800, 1.820, 1.761], [-3.174, 1.660, 1.820], [-3.709, 0.414, 1.558], [-5.050, 0.246, 1.618], [-2.915, -0.670, 1.231], [-1.545, -0.494, 1.176], [1.346, -0.043, -0.747], [1.386, -1.222, -0.051], [1.923, -2.256, -0.607], [1.967, -3.438, -0.003], [2.566, -4.591, -0.617], [1.388, -3.639, 1.302], [1.689, 0.015, -2.004], [3.012, 0.764, -4.184], [1.332, 0.523, -4.637], [1.979, 2.171, -4.517], [1.142, 3.285, -2.522], [1.044, 0.080, 1.786], [0.808, 1.862, 1.839], [-1.363, 2.789, 1.939], [-3.825, 2.485, 2.060], [-3.370, -1.626, 1.023], [-0.903, -1.320, 0.908], [2.377, -2.210, -1.599], [1.824, -5.385, -0.739], [2.967, -4.332, -1.594], [3.377, -4.974, 0.008], [1.057, -2.676, 1.681], [2.131, -4.065, 1.979], [0.537, -4.320, 1.241]],
  "atomic_forces_ev_per_a": [[-0.051, 0.119, 0.100], [-0.092, 0.437, 0.174], [0.048, -0.018, -0.244], [0.131, -0.009, -0.238], [-0.110, 0.168, 0.146], [0.215, -0.048, -0.091], [-0.063, 0.069, 0.377], [0.078, 0.042, 0.074], [0.030, -0.127, 0.001], [-0.233, -0.149, 0.000], [0.120, 0.021, -0.008], [0.107, 0.025, -0.010], [-0.235, 0.065, 0.029], [-0.054, 0.090, 0.072], [0.202, -0.023, -0.527], [-0.075, -0.387, 0.472], [0.063, 0.480, -0.278], [-0.012, -0.097, 0.073], [0.120, -0.228, -0.134], [-0.137, 0.067, 0.261], [0.075, -0.468, -0.040], [0.065, -0.024, -0.018], [-0.034, -0.045, -0.049], [0.013, 0.048, -0.093], [-0.010, 0.072, -0.034], [-0.073, 0.228, -0.018], [-0.004, -0.206, -0.048], [0.063, 0.092, 0.007], [-0.089, 0.067, 0.023], [-0.073, -0.082, -0.010], [0.039, -0.078, -0.004], [-0.044, -0.007, 0.045], [0.040, 0.006, -0.022], [-0.002, 0.007, -0.006], [-0.012, -0.002, -0.046], [-0.009, -0.090, 0.064], [-0.002, -0.009, -0.007], [0.005, -0.005, 0.010]],
  "mulliken_charge": [-1.2705, 0.7079, -0.7167, 0.5489, -0.6666, 0.1878, -1.6655, 0.3921, -0.3711, -0.6534, 0.3962, -0.3361, -0.8049, 0.0975, 0.3170, -0.2058, 0.0476, 0.1702, -0.8956, -0.8599, -0.5253, 0.3170, 0.2950, 0.3441, 0.3578, 0.5127, 0.5812, 0.3897, 0.4243, 0.4401, 0.3441, 0.3075, 0.3178, 0.2818, 0.3207, 0.1855, 0.3639, 0.3229],
  "fmax_ev_per_a": 0.61,
  "total_energy_ev": -26557.156,
  "total_charge": 0,
  "gap_ha": 0.31800,
  "homo_energy_ev": -8.20
}

# 2
{
  "formula": "C23H28FN5O6PPtS",
  "method": "ωB97M-V/def2-TZVPD",
  "species": ["Pt", "O", "C", "C", "O", "C", "C", "O", "C", "O", "O", "C", "N", "N", "C", "O", "C", "C", "C", "C", "C", "C", "C", "C", "C", "H", "H", "H", "H", "H", "H", "H", "H", "H", "H", "H", "H", "C", "P", "C", "C", "H", "H", "H", "H", "H", "H", "H", "H", "H", "F", "C", "C", "C", "N", "N", "C", "N", "S", "H", "H", "H", "H", "H", "H", "H"],
  "coordinates": [[0.513, -0.496, -1.298], [-1.660, -1.866, 4.736], [-1.717, -1.524, 3.598], [-1.949, -2.460, 2.378], [-2.019, -3.649, 2.399], [-2.085, -1.564, 1.125], [-1.716, -0.118, 1.529], [-1.490, 0.766, 0.763], [-1.597, -0.066, 3.070], [-1.406, 0.909, 3.725], [-2.491, -1.906, 0.058], [3.778, 4.537, -1.750], [2.473, 3.986, -2.095], [2.140, 2.700, -1.692], [0.777, 2.601, -1.607], [0.130, 1.553, -1.366], [0.260, 3.895, -1.879], [1.326, 4.708, -2.144], [1.362, 6.170, -2.411], [3.094, 1.643, -1.782], [3.341, 0.865, -0.664], [4.290, -0.147, -0.745], [4.993, -0.356, -1.923], [4.728, 0.427, -3.044], [3.768, 1.425, -2.979], [4.488, 3.723, -1.644], [3.737, 5.095, -0.813], [4.116, 5.187, -2.553], [-0.781, 4.163, -1.868], [0.351, 6.566, -2.438], [1.847, 6.383, -3.365], [1.914, 6.695, -1.629], [2.792, 1.032, 0.254], [4.482, -0.758, 0.128], [5.753, -1.125, -1.970], [5.277, 0.269, -3.963], [3.552, 2.047, -3.840], [0.029, 0.392, -4.608], [-0.629, -0.551, -3.206], [-0.946, -2.209, -3.862], [-2.275, 0.139, -2.922], [-0.568, 0.192, -5.499], [1.065, 0.117, -4.802], [-0.019, 1.458, -4.383], [-1.674, -2.164, -4.673], [-1.340, -2.835, -3.061], [-0.023, -2.646, -4.239], [-2.807, 0.265, -3.866], [-2.177, 1.096, -2.414], [-2.829, -0.544, -2.278], [1.302, -0.465, 0.554], [1.229, -6.012, 1.549], [0.142, -5.532, 0.587], [0.629, -4.461, -0.331], [0.247, -3.240, -0.280], [0.855, -2.456, -1.224], [1.727, -3.092, -1.970], [2.420, -2.503, -2.976], [1.831, -4.758, -1.568], [0.827, -6.770, 2.219], [1.603, -5.185, 2.152], [2.072, -6.453, 1.015], [-0.702, -5.109, 1.133], [-0.236, -6.368, -0.006], [2.556, -1.505, -2.858], [3.218, -3.001, -3.335]],
  "atomic_forces_ev_per_a": [[0.023, 0.355, -0.150], [0.023, -0.020, 0.021], [-0.019, 0.021, -0.027], [-0.043, 0.096, -0.016], [0.024, -0.005, 0.066], [-0.022, 0.054, 0.026], [0.151, -0.146, -0.103], [-0.274, 0.149, 0.092], [0.231, -0.057, -0.079], [-0.070, -0.007, 0.053], [-0.030, -0.012, -0.104], [-0.017, 0.010, 0.051], [0.029, -0.057, -0.089], [-0.079, 0.039, 0.033], [0.422, 0.120, -0.022], [-0.293, -0.589, 0.092], [-0.002, 0.013, 0.026], [0.008, 0.020, 0.021], [-0.002, 0.000, -0.008], [0.025, -0.035, 0.000], [0.148, 0.153, 0.093], [-0.013, -0.008, -0.027], [-0.056, 0.006, 0.003], [-0.010, 0.005, 0.018], [-0.018, -0.020, -0.037], [0.008, -0.013, -0.035], [0.001, -0.020, 0.015], [-0.021, 0.017, 0.006], [-0.003, -0.004, -0.016], [-0.001, 0.000, -0.006], [0.004, -0.002, 0.003], [-0.006, -0.001, 0.004], [0.065, -0.001, -0.101], [-0.003, 0.007, -0.018], [0.004, 0.002, -0.003], [0.004, -0.002, -0.008], [0.004, 0.005, -0.007], [0.015, 0.001, 0.036], [-0.113, -0.112, 0.073], [0.046, 0.022, -0.035], [-0.005, -0.038, -0.069], [0.000, 0.032, 0.003], [0.016, -0.016, -0.005], [0.028, -0.012, 0.026], [-0.003, 0.016, 0.007], [-0.025, -0.009, -0.001], [0.014, -0.014, 0.011], [-0.004, -0.001, 0.007], [-0.002, 0.009, 0.011], [0.004, 0.027, 0.046], [-0.198, -0.011, 0.102], [0.011, -0.002, -0.019], [-0.038, 0.016, 0.022], [0.016, -0.081, 0.012], [-0.146, 0.187, 0.057], [0.145, -0.129, -0.076], [-0.057, 0.009, 0.063], [0.027, 0.012, 0.046], [0.004, 0.013, -0.018], [-0.004, 0.004, 0.001], [0.002, -0.001, 0.007], [0.006, 0.001, 0.007], [0.043, -0.049, -0.044], [0.005, 0.001, -0.009], [0.013, 0.034, -0.028], [0.005, 0.018, 0.000]],
  "mulliken_charge": [1.6677, -0.4216, 0.3520, 0.3810, -0.5212, 0.7945, 0.5592, -0.4733, 0.2595, -0.4391, -0.5145, -1.0583, -0.0092, 0.6751, 0.2445, -1.1063, -1.4143, 0.9157, -1.5087, -0.1742, -0.5295, -0.3316, -0.7526, -0.6868, 0.0797, 0.3939, 0.3628, 0.3552, 0.4271, 0.3831, 0.3279, 0.3352, 0.4875, 0.4606, 0.4526, 0.4184, 0.5590, -1.2972, 0.9164, -1.2797, -1.3015, 0.4956, 0.2888, 0.2853, 0.5070, 0.2850, 0.3505, 0.5028, 0.3001, 0.3296, -0.8326, -1.1473, -0.2050, 0.2120, -0.4957, 0.5656, 0.3767, -0.1962, -0.1810, 0.3647, 0.3371, 0.3639, 0.0755, 0.3138, -0.2310, 0.3463],
  "fmax_ev_per_a": 0.66,
  "total_energy_ev": -70122.812,
  "total_charge": 1,
  "gap_ha": 0.23656,
  "homo_energy_ev": -11.42
}